{"formula": "C3H10N2O2", "method": "ωB97M-V/def2-TZVPD", "gap_ha": 0.39531, "smiles": "C[C@@H](N)C(N)=O.O", "e_tot_ev": -10348.847, "homo_energy_ev": -9.89, "species": ["C", "C", "N", "C", "N", "O", "H", "H", "H", "H", "H", "H", "H", "H", "O", "H", "H"], "coordinates": [[-1.539, -0.899, -0.920], [-0.988, 0.387, -0.346], [-1.885, 1.021, 0.663], [0.357, 0.233, 0.339], [0.863, 1.390, 0.877], [0.934, -0.831, 0.402], [-2.395, -1.213, -0.340], [-0.834, -1.733, -0.944], [-1.887, -0.740, -1.950], [-0.914, 1.173, -1.109], [-2.838, 1.089, 0.345], [-1.846, 0.485, 1.527], [1.679, 1.267, 1.464], [0.160, 2.006, 1.263], [3.861, -0.994, -0.725], [4.199, -1.076, 0.175], [3.072, -1.564, -0.721]], "atomic_forces_ev_per_a": [[-0.05, -0.39, -0.85], [-0.91, 1.00, 0.43], [0.83, -0.04, 0.34], [0.32, 0.02, 0.13], [-0.15, -0.13, 0.38], [0.26, -0.18, -0.16], [-0.24, -0.17, 0.19], [0.11, 0.29, 0.11], [0.04, -0.05, 0.25], [0.37, -0.40, -0.08], [-0.11, -0.12, -0.09], [-0.37, 0.01, -0.18], [-0.11, -0.09, -0.18], [0.05, 0.18, -0.32], [-0.22, -0.42, 0.16], [-0.06, 0.05, -0.17], [0.26, 0.44, 0.04]]}



{"formula": "C3H10N2O2", "method": "ωB97M-V/def2-TZVPD", "gap_ha": 0.37431, "smiles": "N[N@@H+]([O-])O.C=CC", "e_tot_ev": -10343.352, "homo_energy_ev": -9.39, "species": ["N", "N", "O", "O", "H", "H", "H", "H", "C", "C", "C", "H", "H", "H", "H", "H", "H"], "coordinates": [[-1.269, 1.251, -0.042], [-2.003, 0.020, 0.332], [-3.205, 0.156, 0.581], [-1.734, -0.867, -0.763], [-1.748, 1.612, -0.866], [-1.419, 1.927, 0.702], [-1.431, -0.367, 1.122], [-0.752, -0.816, -0.973], [1.193, -1.026, -1.163], [1.431, 0.050, -0.413], [1.701, 0.006, 1.054], [1.137, -0.963, -2.238], [1.204, -2.018, -0.736], [1.548, 1.020, -0.877], [1.483, -0.976, 1.468], [2.752, 0.232, 1.239], [1.111, 0.759, 1.575]], "atomic_forces_ev_per_a": [[0.47, 0.19, -0.15], [1.93, 0.76, 0.62], [-1.44, -0.10, 0.17], [0.44, -0.59, -0.88], [-0.17, -0.24, 0.10], [-0.33, -0.22, 0.10], [-0.30, 0.12, -0.40], [-1.08, 0.25, 0.57], [0.69, 0.25, 0.08], [0.44, -0.43, -0.19], [-0.15, 0.01, -0.05], [-0.14, 0.07, -0.18], [-0.18, -0.13, 0.13], [-0.21, 0.06, -0.12], [0.01, -0.06, 0.06], [0.04, 0.02, 0.05], [-0.02, 0.04, 0.08]]}



{"formula": "C3H10N2O2", "method": "ωB97M-V/def2-TZVPD", "gap_ha": 0.37840, "smiles": "CNC(=O)CN.O", "e_tot_ev": -10347.701, "homo_energy_ev": -9.43, "species": ["C", "N", "C", "O", "C", "N", "H", "H", "H", "H", "H", "H", "H", "H", "O", "H", "H"], "coordinates": [[2.083, -0.595, 1.430], [0.926, -0.437, 0.446], [-0.141, 0.161, 1.069], [-0.348, 0.150, 2.281], [-1.162, 0.743, 0.111], [-1.550, -0.406, -0.694], [3.072, -0.847, 1.056], [2.199, 0.288, 2.196], [1.612, -1.377, 2.133], [1.125, -0.159, -0.512], [-0.881, 1.630, -0.596], [-1.977, 1.182, 0.778], [-0.809, -1.063, -0.578], [-2.397, -0.831, -0.375], [-0.292, 0.339, -2.857], [-0.315, 1.062, -3.500], [-1.146, 0.161, -2.388]], "atomic_forces_ev_per_a": [[-2.18, -0.21, 2.52], [2.27, 0.75, 1.59], [-0.48, 1.15, 0.68], [0.64, -0.11, -1.29], [-1.02, 2.05, 0.25], [-0.98, 0.42, -0.60], [-0.47, -0.25, -0.52], [-0.38, -1.13, -1.94], [1.53, 0.76, -1.00], [-0.04, 0.17, 0.27], [0.24, -1.65, 1.38], [0.80, -0.91, -1.02], [0.13, -0.89, -0.37], [-0.45, -0.20, 0.25], [0.33, 0.05, -0.23], [-0.47, -0.37, 0.42], [0.51, 0.36, -0.40]]}



{"formula": "C3H10N2O2", "method": "ωB97M-V/def2-TZVPD", "gap_ha": 0.37568, "smiles": "CNC(=O)CN.O", "e_tot_ev": -10347.510, "homo_energy_ev": -9.70, "species": ["C", "N", "C", "O", "C", "N", "H", "H", "H", "H", "H", "H", "H", "H", "O", "H", "H"], "coordinates": [[0.191, 0.503, 2.139], [-0.489, 0.447, 0.858], [-0.408, -0.775, 0.176], [-0.058, -1.823, 0.663], [-0.250, -0.624, -1.331], [-0.445, -1.882, -2.072], [-0.278, -0.133, 2.889], [1.231, 0.241, 1.925], [0.249, 1.452, 2.661], [-1.307, 1.038, 0.749], [0.816, -0.181, -1.220], [-1.062, 0.123, -1.605], [0.489, -2.240, -2.185], [-1.039, -2.379, -1.425], [1.136, 3.325, -0.355], [0.449, 2.717, -0.040], [1.297, 2.933, -1.230]], "atomic_forces_ev_per_a": [[0.25, -0.46, 0.59], [-0.39, 0.28, 0.30], [1.26, 0.14, -0.41], [-0.40, 0.04, 0.99], [-1.21, 1.44, 0.63], [0.44, 2.27, 0.34], [0.32, -0.54, -0.10], [-0.15, -0.38, 0.46], [-0.39, 0.69, -0.76], [0.23, -0.33, -0.30], [-1.66, -0.57, -1.36], [1.45, -0.30, -0.30], [-0.22, -1.05, 0.18], [0.47, -1.14, -0.26], [-0.39, -0.77, -0.52], [0.18, 0.23, 0.29], [0.23, 0.44, 0.23]]}



{"formula": "C3H10N2O2", "method": "ωB97M-V/def2-TZVPD", "gap_ha": 0.40624, "e_tot_ev": -10328.282, "homo_energy_ev": -19.19, "total_charge": 2, "species": ["C", "C", "C", "N", "N", "O", "O", "H", "H", "H", "H", "H", "H", "H", "H", "H", "H"], "coordinates": [[0.140, 0.354, -0.306], [1.112, -0.490, 0.049], [-1.360, -0.132, -0.564], [2.774, 0.594, 0.302], [-2.322, 0.653, 0.299], [1.382, -1.735, 0.147], [-1.521, -1.523, -0.301], [0.326, 1.423, -0.521], [-1.679, 0.117, -1.591], [3.471, -0.092, 0.420], [2.655, 0.925, 1.237], [2.972, 1.077, -0.534], [-1.946, 1.040, 1.187], [-2.769, 1.615, -0.170], [-3.046, -0.082, 0.427], [1.805, -1.833, 0.959], [-1.994, -1.910, -1.042]], "atomic_forces_ev_per_a": [[-0.96, -0.77, -0.17], [0.35, 2.74, -0.93], [2.03, -0.77, -0.65], [-3.01, -3.53, 0.51], [-1.48, 2.69, -0.67], [-1.07, 1.23, -2.16], [0.22, 2.32, 0.19], [0.09, -0.84, 0.31], [0.49, -0.12, 0.29], [1.35, -1.28, -0.25], [-0.14, 1.79, 0.15], [0.12, 1.69, -0.65], [-0.22, -0.95, -0.24], [1.20, -3.29, 1.01], [-0.18, 0.97, 0.63], [1.35, -1.48, 2.84], [-0.13, -0.39, -0.21]]}



{"formula": "C3H10N2O2S", "method": "ωB97M-V/def2-TZVPD", "gap_ha": 0.34731, "smiles": "NC(=O)[C@@H](N)CS.O", "e_tot_ev": -21183.875, "homo_energy_ev": -9.00, "species": ["N", "C", "O", "C", "N", "C", "S", "H", "H", "H", "H", "H", "H", "H", "H", "O", "H", "H"], "coordinates": [[0.348, -1.649, 0.841], [-0.444, -0.555, 0.663], [-1.659, -0.599, 0.730], [0.292, 0.764, 0.494], [1.317, 0.699, -0.543], [-0.710, 1.873, 0.168], [0.112, 3.494, 0.087], [1.213, -1.721, 0.320], [-0.058, -2.553, 1.042], [0.772, 0.989, 1.430], [1.142, 0.014, -1.265], [2.259, 0.704, -0.197], [-1.480, 1.979, 0.923], [-1.208, 1.619, -0.759], [-0.023, 3.709, 1.403], [-0.420, -3.253, -1.750], [-0.082, -2.356, -1.729], [-1.372, -3.158, -1.858]], "atomic_forces_ev_per_a": [[0.73, -0.54, -0.24], [-0.64, -0.11, 0.44], [0.16, -0.12, 0.09], [-0.20, 0.09, -1.01], [-0.19, 0.03, 0.08], [0.21, 0.04, 0.43], [-0.07, -0.07, -0.08], [-0.03, 0.32, 0.44], [-0.40, 0.28, -0.24], [0.23, 0.06, 0.49], [0.23, 0.12, 0.10], [0.11, -0.17, -0.16], [-0.09, -0.31, 0.04], [-0.01, 0.28, -0.30], [0.04, 0.17, -0.05], [0.01, -0.17, -0.06], [-0.09, 0.08, -0.01], [0.01, 0.03, 0.04]]}



{"formula": "C3H10N2O3", "method": "ωB97M-V/def2-TZVPD", "gap_ha": 0.34927, "smiles": "NC(=O)CNCO.O", "e_tot_ev": -12395.756, "homo_energy_ev": -8.91, "species": ["N", "C", "O", "C", "N", "C", "O", "H", "H", "H", "H", "H", "H", "H", "H", "O", "H", "H"], "coordinates": [[-0.141, -1.720, 1.661], [0.200, -1.203, 0.451], [-0.315, -1.632, -0.567], [1.323, -0.144, 0.393], [1.546, 0.369, -0.905], [0.692, 1.425, -1.352], [0.430, 1.383, -2.751], [-0.830, -2.454, 1.632], [0.398, -1.666, 2.508], [2.187, -0.666, 0.818], [1.055, 0.651, 1.095], [1.891, -0.260, -1.598], [1.179, 2.400, -1.242], [-0.285, 1.414, -0.859], [0.104, 0.515, -2.998], [-3.356, 0.367, 1.543], [-3.281, 1.292, 1.281], [-2.796, -0.072, 0.892]], "atomic_forces_ev_per_a": [[-0.26, -0.12, 0.28], [0.35, -0.44, -0.46], [-0.24, 0.40, 0.03], [-0.78, -0.81, 0.59], [0.55, 0.42, 0.47], [-0.38, 0.41, -1.29], [0.53, 0.00, 0.11], [0.03, -0.06, -0.02], [0.12, 0.39, -0.17], [0.25, 0.28, -0.15], [0.17, 0.07, -0.05], [-0.07, -0.23, -0.30], [-0.21, -0.01, 0.28], [0.12, -0.04, 0.54], [-0.21, -0.24, 0.18], [0.26, 0.12, -0.28], [-0.15, 0.05, 0.15], [-0.07, -0.20, 0.10]]}



{"formula": "C3H10N2O3", "method": "ωB97M-V/def2-TZVPD", "gap_ha": [0.31475, 0.26567], "e_tot_ev": -12386.809, "homo_energy_ev": [-7.75, -6.90], "species": ["C", "C", "C", "N", "N", "O", "O", "O", "H", "H", "H", "H", "H", "H", "H", "H", "H", "H"], "coordinates": [[0.107, 0.370, -0.427], [-0.693, -0.633, 0.059], [1.439, 0.149, -1.015], [0.387, -0.327, 1.979], [-1.577, -0.431, -1.796], [0.003, 0.991, 2.344], [1.838, -0.290, 1.914], [-2.541, 0.612, -1.741], [0.044, 1.000, 3.312], [2.080, -1.113, 2.359], [-3.330, 0.164, -1.414], [-0.921, -0.087, -2.500], [-0.228, 1.389, -0.272], [-1.602, -0.401, 0.592], [-0.402, -1.670, -0.018], [1.543, -0.848, -1.448], [1.702, 0.910, -1.750], [2.153, 0.214, -0.177]], "atomic_forces_ev_per_a": [[-0.31, -0.26, 0.61], [0.53, 0.68, -0.44], [0.25, -0.01, 0.10], [0.87, 0.53, 0.84], [-1.10, -0.08, -0.68], [0.27, -0.62, -0.25], [-0.99, 0.11, 0.16], [0.35, -0.34, 0.02], [0.03, -0.07, -0.09], [-0.04, -0.02, -0.08], [0.08, 0.03, -0.02], [0.07, 0.10, 0.14], [0.00, -0.01, -0.03], [-0.02, -0.01, -0.02], [0.00, -0.01, -0.01], [-0.02, 0.03, -0.03], [-0.01, -0.06, 0.00], [0.03, 0.02, -0.24]]}



{"formula": "C3H10N2O3", "method": "ωB97M-V/def2-TZVPD", "gap_ha": [0.38066, 0.17595], "e_tot_ev": -12385.574, "homo_energy_ev": [-14.25, -14.05], "total_charge": 1, "spin_multiplicity": 2, "species": ["O", "C", "N", "C", "O", "C", "N", "H", "H", "H", "H", "H", "H", "H", "H", "H", "H", "O"], "coordinates": [[-1.483, -0.963, -1.065], [-0.852, -0.028, -0.595], [-0.458, -0.067, 0.684], [0.466, 0.635, 1.563], [1.644, -0.067, 1.859], [-0.851, 1.279, -1.425], [0.413, 2.089, -1.432], [-0.520, -1.013, 1.082], [0.772, 1.685, 1.244], [-0.237, 0.698, 2.547], [1.591, -1.101, 1.621], [-1.101, 1.019, -2.393], [-1.680, 1.901, -0.984], [1.249, 1.756, -1.764], [0.256, 3.100, -1.486], [1.340, -2.503, -0.363], [-0.180, -2.554, -0.249], [0.619, -2.527, 0.295]], "atomic_forces_ev_per_a": [[0.66, 0.69, -0.23], [-1.06, -1.41, 0.15], [1.01, -0.07, 0.72], [-1.09, 0.70, 2.06], [-0.45, -2.67, -1.25], [1.53, 2.50, 2.82], [-5.10, 0.46, 0.74], [-0.46, 0.44, -0.63], [-0.62, -1.15, 0.15], [1.91, 0.38, -1.85], [-0.25, 3.31, 0.70], [-0.28, -0.78, -2.21], [0.97, -0.35, -0.56], [2.58, -1.25, -0.94], [0.42, -0.25, 0.45], [-0.39, -0.23, 0.48], [-0.06, -0.20, -0.02], [0.69, -0.13, -0.57]]}



{"formula": "C3H10N2O3S2", "method": "ωB97M-V/def2-TZVPD", "gap_ha": [0.33635, 0.33639], "e_tot_ev": -34060.867, "homo_energy_ev": [-9.66, -9.66], "species": ["C", "C", "C", "N", "N", "O", "O", "O", "S", "S", "H", "H", "H", "H", "H", "H", "H", "H", "H", "H"], "coordinates": [[1.151, -1.906, -1.800], [0.131, 0.001, 2.650], [-0.952, 1.945, 0.891], [1.088, 0.270, 0.181], [-0.175, -1.189, -1.975], [-1.321, -0.554, 0.506], [-1.294, 1.008, -1.505], [0.717, 0.895, -2.885], [-0.221, 0.334, 0.810], [-0.072, 0.394, -1.828], [1.427, -2.322, -0.748], [1.181, -2.873, -2.411], [1.936, -1.231, -2.111], [-0.271, -0.985, 2.856], [1.271, 0.205, 2.647], [-0.494, 0.775, 3.068], [-0.733, 2.357, 1.882], [-0.568, 2.500, 0.148], [-2.039, 1.896, 0.905], [-0.761, -1.520, -1.281]], "atomic_forces_ev_per_a": [[0.38, -2.10, 0.22], [1.40, 1.25, -2.61], [-1.56, -1.01, 3.46], [1.88, 0.48, -4.64], [2.47, -1.25, -0.85], [-0.54, -1.17, -0.14], [-1.27, 0.57, -0.59], [1.08, 0.44, -0.18], [-3.09, -0.71, 5.44], [2.01, -0.23, 1.09], [-1.08, 1.43, -1.45], [-0.33, 1.65, 0.28], [0.19, -0.12, -0.12], [0.50, -0.08, 0.04], [-2.02, -0.61, 0.83], [0.28, 0.01, 0.83], [0.52, 0.17, -0.34], [1.13, 2.18, -2.44], [0.09, -0.25, -0.57], [-2.02, -0.67, 1.73]]}



{"formula": "C3H10N2OS", "method": "ωB97M-V/def2-TZVPD", "gap_ha": 0.34699, "smiles": "C/C=N/C.NSO", "e_tot_ev": -19133.561, "homo_energy_ev": -8.71, "species": ["C", "C", "N", "C", "H", "H", "H", "H", "H", "H", "H", "N", "S", "O", "H", "H", "H"], "coordinates": [[0.736, 1.600, -0.682], [1.208, 0.557, 0.223], [1.242, -0.620, -0.196], [1.654, -1.778, 0.566], [-0.275, 1.792, -0.802], [1.236, 1.540, -1.585], [0.982, 2.574, -0.393], [1.597, 0.785, 1.301], [1.977, -1.538, 1.629], [0.940, -2.543, 0.691], [2.509, -2.037, -0.099], [-2.808, 0.754, 0.155], [-1.962, -0.726, 0.574], [-1.949, -1.474, -0.917], [-2.140, 1.536, 0.508], [-3.707, 0.700, 0.443], [-1.241, -1.122, -1.413]], "atomic_forces_ev_per_a": [[0.96, 1.11, 0.92], [0.87, -0.79, 2.45], [-1.39, -0.73, -0.38], [2.49, 2.18, 0.39], [-2.40, -0.89, -0.42], [0.57, -0.64, -2.19], [1.08, 1.63, 1.18], [-0.79, -0.06, -1.57], [0.06, -0.01, -1.06], [-1.05, -0.80, -0.64], [-0.29, -0.98, 1.14], [6.50, 0.12, 0.07], [-1.22, 0.74, -1.22], [-1.29, -0.54, 1.62], [-2.48, -1.53, -0.78], [-3.26, 0.50, 1.40], [1.63, 0.70, -0.92]]}



{"formula": "C3H10N2S", "method": "ωB97M-V/def2-TZVPD", "gap_ha": 0.35792, "smiles": "NC[C@@H](N)CS", "e_tot_ev": -17088.423, "homo_energy_ev": -8.80, "species": ["N", "C", "C", "N", "C", "S", "H", "H", "H", "H", "H", "H", "H", "H", "H", "H"], "coordinates": [[-0.663, 2.083, 0.984], [-0.895, 0.699, 0.640], [0.270, 0.111, -0.161], [1.449, 0.060, 0.683], [-0.132, -1.225, -0.779], [1.186, -1.761, -1.946], [-1.414, 2.691, 0.708], [-0.375, 2.222, 1.936], [-1.019, 0.064, 1.523], [-1.814, 0.586, 0.069], [0.458, 0.791, -0.988], [2.320, 0.197, 0.191], [1.498, -0.805, 1.217], [-0.246, -2.030, -0.052], [-1.055, -1.104, -1.340], [0.433, -2.578, -2.685]], "atomic_forces_ev_per_a": [[0.11, 0.03, -0.30], [0.16, -0.46, 0.08], [-0.27, -0.09, -0.03], [0.15, -0.11, 0.29], [0.41, -0.26, -0.36], [-0.02, 0.17, 0.13], [-0.08, 0.08, 0.26], [-0.07, 0.13, 0.05], [-0.07, 0.03, 0.15], [-0.13, 0.13, -0.14], [0.15, 0.19, -0.03], [-0.06, -0.10, -0.08], [0.03, 0.17, -0.16], [-0.16, 0.21, 0.20], [-0.09, -0.06, -0.03], [-0.07, -0.07, -0.02]]}